Computed, not measured: a molecular structure, C24H56BeN8O8 at a distorted geometry, with wB97M-V/def2-TZVPD.

```
! RIJCOSX wB97M-V def2-TZVPD def2/J DEFGRID3
* xyz 2 1
Be -0.2942 -0.0200 -0.2205
C 0.0837 -0.6968 3.2384
O 0.1031 -0.1757 2.1367
N 0.3263 -0.0264 4.3884
C 0.2596 -0.7596 5.6580
C 0.9135 1.2908 4.4165
H -0.1885 -1.7426 3.4313
H -0.3443 -1.6429 5.4550
H -0.3019 -0.1954 6.4014
H 1.2628 -0.9970 6.0091
H 0.3305 1.9637 5.0425
H 1.9088 1.1605 4.8578
H 1.1309 1.6677 3.4192
C -1.4908 3.2376 0.7460
O -1.3873 2.1234 0.2499
N -0.9174 4.3486 0.2624
C -1.0888 5.6356 0.9425
C -0.1144 4.2963 -0.9681
H -2.1731 3.4568 1.5819
H -1.6685 5.6323 1.8625
H -1.6050 6.3405 0.2895
H -0.0827 6.0002 1.1508
H 0.2470 3.3186 -1.2724
H -0.6339 4.6854 -1.8442
H 0.7427 4.9155 -0.6975
C -2.2921 -2.6803 1.3591
O -1.6336 -1.8889 0.6991
N -1.7429 -3.7532 1.9511
C -2.4534 -4.5273 2.9342
C -0.4042 -4.2113 1.6038
H -3.3500 -2.5350 1.6172
H -2.4360 -4.1093 3.9484
H -2.1151 -5.5507 3.0834
H -3.5338 -4.5911 2.7791
H 0.2693 -3.9698 2.4275
H -0.2832 -5.2659 1.3506
H -0.0924 -3.7407 0.6708
C 2.4643 -2.2411 0.4053
O 1.5567 -1.4279 0.2913
N 3.6035 -2.1850 -0.2969
C 3.8633 -1.0594 -1.2310
C 4.7315 -3.0942 0.0416
H 2.4317 -3.1382 1.0373
H 4.9097 -0.7915 -1.0981
H 3.1981 -0.2106 -1.0940
H 3.7080 -1.3683 -2.2651
H 5.0883 -3.5086 -0.8993
H 5.5408 -2.6455 0.6131
H 4.3147 -3.9287 0.6032
C -3.8984 -0.0168 -1.0492
O -2.6920 0.0990 -1.1301
N -4.6720 0.2263 0.0412
C -4.0537 0.7082 1.2807
C -6.1253 0.1028 0.0319
H -4.4769 -0.3210 -1.9381
H -2.9720 0.6470 1.3406
H -4.4718 0.0715 2.0628
H -4.3385 1.7475 1.4534
H -6.5083 -0.4020 -0.8575
H -6.4993 -0.5288 0.8357
H -6.5264 1.1141 -0.0306
C -0.7093 -2.8565 -2.4704
O -0.3175 -1.9297 -1.7733
N -0.4003 -3.1024 -3.7450
C -1.0780 -4.1612 -4.4609
C 0.3677 -2.1092 -4.4400
H -1.4188 -3.5778 -2.0367
H -1.1907 -5.0210 -3.8057
H -0.6334 -4.3984 -5.4234
H -2.0616 -3.7635 -4.7370
H 1.3308 -1.9453 -3.9431
H 0.7942 -2.4737 -5.3757
H -0.0896 -1.1273 -4.5532
C -0.5319 1.3238 -3.3504
O 0.0845 0.8821 -2.3849
N -0.0763 2.3258 -4.1106
C -0.7334 2.7403 -5.3353
C 1.1894 2.9517 -3.8826
H -1.4466 0.8549 -3.7372
H -1.6538 2.1902 -5.5418
H -0.0956 2.5959 -6.2061
H -1.1039 3.7623 -5.2418
H 1.2566 4.0019 -4.1659
H 1.5478 2.8275 -2.8623
H 1.9997 2.4965 -4.4658
C 2.2606 2.2518 0.7294
O 1.3525 1.5260 0.3776
N 3.2901 1.9143 1.5442
C 3.6102 0.5638 1.9706
C 4.3215 2.9244 1.8267
H 2.3525 3.3113 0.4419
H 4.0432 -0.0674 1.1962
H 2.6635 0.1477 2.3215
H 4.2951 0.5572 2.8165
H 5.2896 2.4624 1.9913
H 4.3750 3.6310 0.9994
H 3.9892 3.4486 2.7247
*
```

Values from the calculation:
- Energy relative to the best compared isomer or geometry (same formula, charge and spin): 0.00 kcal per mole
- E_HOMO: -13.608 eV
- Calculated total energy: -54485.43228 eV

Need the Löwdin charges? In units of e they are: 0.900, -0.286, -0.023, -0.175, -0.025, -0.028, 0.132, 0.082, 0.098, 0.098, 0.101, 0.098, 0.074, -0.295, -0.031, -0.158, -0.030, -0.025, 0.146, 0.093, 0.097, 0.091, 0.045, 0.101, 0.091, -0.286, -0.024, -0.167, -0.059, -0.033, 0.149, 0.088, 0.096, 0.094, 0.090, 0.100, 0.075, -0.317, -0.026, -0.159, -0.014, -0.021, 0.139, 0.092, 0.075, 0.090, 0.095, 0.092, 0.085, -0.301, -0.023, -0.168, -0.034, -0.042, 0.146, 0.060, 0.090, 0.094, 0.090, 0.093, 0.098, -0.305, -0.020, -0.172, -0.031, -0.036, 0.149, 0.094, 0.095, 0.098, 0.091, 0.099, 0.080, -0.298, -0.016, -0.164, -0.036, -0.052, 0.150, 0.093, 0.102, 0.099, 0.104, 0.075, 0.106, -0.294, -0.003, -0.158, -0.021, -0.026, 0.140, 0.076, 0.072, 0.101, 0.094, 0.088, 0.097